(1)
The following is a DFT calculation (the ωB97M-V functional and the def2-TZVPD basis) of a single C4H9NO2 molecule.

Last column: Mulliken charge in e.
Atoms and positions in Å:
O (1.596, 2.083, -0.070)  -0.62
O (-0.669, 0.886, -1.284)  -0.55
N (1.586, -0.097, 0.590)  -0.06
C (-2.063, -0.767, -0.323)  -1.37
C (0.139, -0.220, 0.744)  -0.94
C (2.187, 1.058, 0.235)  0.03
C (-0.626, -0.332, -0.578)  0.58
H (0.063, 1.456, -0.991)  0.42
H (-2.107, -1.769, 0.118)  0.37
H (-0.227, 0.652, 1.298)  0.34
H (-0.118, -1.106, -1.182)  0.12
H (2.167, -0.903, 0.758)  0.24
H (-2.557, -0.057, 0.349)  0.34
H (-2.614, -0.774, -1.267)  0.34
H (-0.045, -1.111, 1.352)  0.39
H (3.289, 1.001, 0.250)  0.38

The total charge is 0. The max |F| is 0.00783 Eh/bohr. Its structure (SMILES) is C[C@@H](O)CNC=O. The calculation puts the highest occupied orbital energy at -9.948 eV.


(2)
The following is a DFT calculation (the ωB97M-V functional and the def2-TZVPD basis) of C37H36MgN2O4Si as an isolated structure.

Last column: Mulliken charge in e.
Atoms and positions in Å:
Si (-1.918, 2.477, -2.587)  0.24
Mg (-0.344, 0.328, -0.310)  1.26
O (-1.729, 1.015, 1.106)  -0.98
O (-2.039, -1.078, 5.653)  -0.56
O (-3.418, -2.673, 4.971)  -0.50
O (-2.977, 0.919, 2.987)  -0.82
N (-0.747, -2.728, 1.681)  0.04
N (-1.040, -1.478, 1.345)  0.66
C (3.910, 0.745, -2.477)  -0.75
C (-3.372, 2.753, -1.419)  -1.01
C (3.374, -0.832, 2.261)  0.26
C (-2.402, -1.777, 4.757)  0.51
C (4.559, 2.286, -0.766)  -0.74
C (0.740, -6.912, -1.746)  -0.40
C (1.783, -4.771, -1.396)  -0.59
C (-2.898, -2.004, -1.549)  0.21
C (5.715, -1.447, 2.066)  -0.77
C (4.508, -1.092, 1.482)  -0.07
C (2.940, 0.219, -1.639)  0.57
C (5.832, -1.561, 3.446)  -0.36
C (-4.064, -2.304, -2.233)  -0.73
C (-1.800, -1.893, 3.406)  -0.08
C (0.533, -2.640, -1.198)  -0.97
C (-0.418, -1.723, -1.460)  -1.61
C (-2.182, 0.477, 2.161)  0.01
C (-1.829, 4.097, -3.603)  -1.12
C (-4.028, -2.662, -3.577)  -0.58
C (4.713, -1.326, 4.234)  -0.52
C (2.780, 0.686, -0.325)  0.66
C (0.548, -4.107, -1.421)  0.82
C (-1.628, -2.419, -3.537)  0.30
C (2.047, -0.476, 1.702)  0.21
C (4.733, 1.782, -2.049)  -0.48
C (-2.797, -2.708, -4.222)  -0.82
C (-0.398, 2.013, -1.723)  -0.84
C (3.508, -0.974, 3.647)  -0.48
C (-1.671, -0.939, 2.365)  0.10
C (-2.448, 1.191, -3.864)  -0.73
C (-0.594, -4.904, -1.587)  -0.09
C (1.883, -6.143, -1.561)  -0.59
C (-0.496, -6.278, -1.751)  -0.84
C (1.733, 0.144, 0.551)  -1.63
C (-1.195, -3.034, 2.911)  -0.61
C (3.602, 1.748, 0.080)  0.08
C (-1.642, -2.074, -2.177)  1.51
H (6.574, -1.640, 1.432)  0.37
H (5.480, 2.203, -2.711)  0.34
H (-2.739, 0.250, -3.393)  0.05
H (1.450, -2.298, -0.715)  0.04
H (-3.176, 3.604, -0.761)  0.30
H (1.233, -0.772, 2.364)  0.06
H (-4.942, -2.876, -4.117)  0.32
H (4.012, 0.356, -3.484)  0.38
H (5.179, 3.106, -0.421)  0.35
H (2.858, -6.617, -1.540)  0.36
H (2.275, -0.559, -1.996)  0.13
H (-4.296, 2.956, -1.971)  0.35
H (4.779, -1.418, 5.313)  0.35
H (-1.063, 4.024, -4.382)  0.28
H (-5.016, -2.238, -1.718)  0.33
H (-3.292, 1.551, -4.461)  0.38
H (-3.525, 1.887, -0.772)  0.22
H (6.777, -1.838, 3.898)  0.35
H (-0.235, -3.287, 1.010)  -0.11
H (3.477, 2.144, 1.081)  0.36
H (-0.080, 2.810, -1.035)  0.45
H (-2.785, 4.328, -4.087)  0.21
H (4.437, -1.021, 0.406)  0.45
H (-2.941, -1.695, -0.511)  0.04
H (-1.025, -3.998, 3.361)  0.45
H (-3.645, -3.063, 4.119)  0.40
H (2.636, -0.796, 4.269)  0.44
H (0.811, -7.985, -1.876)  0.35
H (-1.570, -4.440, -1.584)  0.50
H (-2.751, -2.963, -5.275)  0.32
H (-0.673, -2.455, -4.048)  0.33
H (0.428, 1.832, -2.424)  0.30
H (-1.621, 0.971, -4.547)  0.27
H (2.679, -4.180, -1.241)  0.45
H (-1.401, -6.862, -1.879)  0.40
H (-1.563, 4.940, -2.959)  0.27

The total charge is -2. The max |F| is 0.00350 Eh/bohr. The calculation puts the highest occupied orbital energy at -1.787 eV.


(3)
The following is a DFT calculation (the ωB97M-V functional and the def2-TZVPD basis) of a single C5H9N3O2 molecule in a non-equilibrium geometry.

Last column: Mulliken charge in e.
Atoms and positions in Å:
O (-1.908, -1.004, 1.744)  -0.18
O (-3.788, -0.517, 1.034)  -0.37
N (-0.080, -1.569, 0.279)  -0.63
N (-2.702, -0.064, 1.168)  0.11
N (0.657, 0.528, -0.031)  0.02
C (-0.575, -0.848, 1.477)  0.12
C (0.888, 1.717, -0.826)  -1.08
C (-0.104, 0.646, 1.187)  -0.86
C (1.094, -1.232, -1.737)  -1.07
C (0.583, -0.732, -0.399)  0.70
H (0.951, 2.581, -0.256)  0.39
H (0.627, -2.139, -1.735)  0.39
H (2.248, -1.262, -1.519)  0.23
H (-1.120, 1.237, 0.971)  0.45
H (0.834, -0.513, -2.566)  0.31
H (0.416, 0.973, 1.966)  0.45
H (0.002, -1.323, 2.329)  0.29
H (1.782, 1.614, -1.415)  0.39
H (0.194, 1.908, -1.672)  0.33

The total charge is 0. The max |F| is 0.11906 Eh/bohr. Its structure (SMILES) is CC1=N[C@H](ON=O)CN1C. The calculation puts the highest occupied orbital energy at -8.655 eV.


(4)
The following is a DFT calculation (the ωB97M-V functional and the def2-TZVPD basis) of C37H23Cl2FeN6O3 as an isolated structure.

Last column: Mulliken charge in e.
Atoms and positions in Å:
Fe (0.080, 0.067, -0.527)  -1.27
Cl (3.980, 2.367, -0.850)  -0.25
Cl (5.151, 3.073, 4.342)  -0.31
O (-2.924, 4.576, 3.715)  -0.74
O (1.898, 0.589, 0.101)  0.07
O (-3.491, 2.634, 4.738)  -0.74
N (-1.462, -1.232, -2.528)  -1.35
N (1.425, -0.151, 2.778)  0.01
N (-0.517, -1.409, 0.709)  0.96
N (0.120, 2.092, -1.337)  0.68
N (-1.560, -0.440, -1.566)  1.65
N (-0.821, 1.130, 0.862)  1.77
C (-0.906, -3.668, 1.351)  -0.96
C (2.469, -2.188, -3.359)  -0.89
C (4.402, 2.568, 1.806)  -0.62
C (-5.413, 0.334, -0.088)  -0.55
C (0.143, -2.368, -3.911)  -0.71
C (-5.016, -0.972, -0.337)  -0.68
C (-3.296, 1.133, -0.900)  -0.18
C (-4.553, 1.386, -0.379)  -0.64
C (1.221, 3.768, -2.619)  -1.00
C (3.627, 1.968, 0.811)  0.89
C (4.170, 2.294, 3.121)  0.65
C (1.900, 0.124, 5.107)  -0.97
C (-1.731, -3.248, 2.382)  -0.85
C (-2.142, 1.158, 2.822)  -1.06
C (-3.759, -1.232, -0.865)  -0.11
C (2.575, 1.075, 1.062)  -1.06
C (3.155, 1.382, 3.493)  0.35
C (2.177, -1.371, -2.275)  -0.02
C (-1.472, 3.207, 1.787)  -0.79
C (-0.081, 2.988, -0.352)  0.38
C (-2.901, -0.175, -1.139)  0.08
C (0.757, 2.476, -2.437)  -0.13
C (2.875, 1.036, 4.833)  -0.88
C (-0.323, -2.714, 0.536)  -0.42
C (1.030, 4.687, -1.600)  -0.58
C (-1.934, -1.893, 2.568)  -0.59
C (-2.165, 2.547, 2.794)  -1.12
C (0.859, -1.014, -1.956)  0.01
C (-2.976, 3.341, 3.853)  0.34
C (0.367, 4.297, -0.449)  -1.07
C (-0.120, -1.542, -2.816)  0.53
C (-0.806, 2.457, 0.831)  0.51
C (-1.306, -0.994, 1.719)  0.19
C (-1.451, 0.478, 1.834)  0.73
C (1.458, -2.693, -4.183)  -0.47
C (1.205, -0.455, 4.031)  -0.16
C (2.374, 0.765, 2.477)  0.17
H (1.705, -3.330, -5.024)  0.37
H (-0.675, -2.736, -4.519)  0.45
H (-4.855, 2.406, -0.176)  0.42
H (-5.681, -1.794, -0.105)  0.38
H (0.325, -2.985, -0.287)  0.43
H (5.185, 3.258, 1.523)  0.47
H (1.408, 5.698, -1.693)  0.42
H (-2.609, 1.940, -1.121)  0.40
H (-0.712, -4.717, 1.172)  0.46
H (3.439, 1.507, 5.627)  0.38
H (-2.576, -1.525, 3.357)  0.47
H (3.502, -2.443, -3.576)  0.42
H (1.655, -0.152, 6.124)  0.39
H (-2.678, 0.668, 3.624)  0.70
H (2.984, -0.988, -1.658)  0.41
H (-3.421, -2.244, -1.046)  0.46
H (0.214, 4.982, 0.373)  0.44
H (-1.507, 4.288, 1.775)  0.62
H (-6.385, 0.534, 0.344)  0.39
H (-2.211, -3.967, 3.034)  0.46
H (0.906, 1.709, -3.187)  0.42
H (1.744, 4.033, -3.527)  0.44
H (0.428, -1.191, 4.223)  0.38

The total charge is -1. The max |F| is 0.01864 Eh/bohr. The calculation puts the highest occupied orbital energy at -4.622 eV.


Values for energy relative to the best compared isomer or geometry (same formula, charge and spin), eV, ordered as above
0.719 0.025 4.810 0.405